a:
21
Properties=species:S:1:pos:R:3 method="wB97M-V/def2-TZVPD" orbital_gap_ev=9.84 multiplicity=1
C 2.248 1.287 0.219
C 1.012 0.355 -0.058
N 0.939 -0.895 -0.127
N 2.122 -1.716 0.115
C -0.241 1.191 -0.587
C -1.240 2.013 0.266
C -1.498 0.500 -0.359
C -1.817 -0.633 0.614
O -1.877 -1.812 -0.139
H 1.855 2.221 0.802
H 3.032 0.963 0.920
H 2.875 1.414 -0.704
H 1.809 -2.680 -0.281
H 2.938 -1.387 -0.291
H -0.078 1.736 -1.457
H -0.954 1.841 1.355
H -1.473 2.916 -0.307
H -2.236 0.521 -1.149
H -2.740 -0.454 1.062
H -1.136 -0.639 1.442
H -1.089 -1.953 -0.773

b:
21
Properties=species:S:1:pos:R:3 method="wB97M-V/def2-TZVPD" orbital_gap_ev=8.85 multiplicity=1
H -0.769 2.221 -1.168
N -1.525 1.790 -0.627
C -1.062 0.886 0.173
C -2.039 0.127 1.042
C 0.392 0.561 0.289
C 1.330 1.706 0.522
C 0.795 -0.713 0.135
N 2.073 -1.167 0.361
O -0.069 -1.722 -0.232
C -0.337 -1.678 -1.638
H -1.531 -0.359 1.879
H -2.785 0.818 1.445
H -2.551 -0.630 0.440
H 2.190 1.642 -0.154
H 1.692 1.703 1.554
H 0.855 2.674 0.338
H 2.552 -0.644 1.088
H 2.048 -2.162 0.577
H 0.319 -0.992 -2.190
H -1.378 -1.379 -1.791
H -0.201 -2.684 -2.045

c:
21
Properties=species:S:1:pos:R:3 method="wB97M-V/def2-TZVPD" orbital_gap_ev=8.71 smiles="C[C@@H]1[C@@H](C)C1(N)C(N)=O" multiplicity=1
C 0.519 -2.129 0.264
C 0.046 -0.742 0.528
C -1.029 -0.147 -0.650
C -2.476 0.136 -0.437
C 0.032 0.735 -0.153
N -0.197 1.871 0.698
C 1.495 0.383 -0.537
N 2.424 1.086 0.244
O 1.754 0.036 -1.699
H -0.234 -2.869 0.550
H 0.781 -2.276 -0.786
H 1.402 -2.318 0.885
H -0.286 -0.632 1.556
H -0.814 -0.640 -1.592
H -2.797 0.960 -1.084
H -3.080 -0.734 -0.710
H -2.699 0.413 0.598
H 0.564 2.543 0.608
H -1.167 2.171 0.726
H 2.475 0.854 1.228
H 3.289 1.298 -0.236

Most stable of them? b.

a:
21
Properties=species:S:1:pos:R:3 method="wB97M-V/def2-TZVPD" orbital_gap_ev=9.40 multiplicity=1
C 3.178 0.976 0.413
C 2.736 -0.422 -0.123
C 1.373 -0.850 0.243
C -1.216 -0.508 0.602
C -2.888 -0.430 0.436
C -1.800 0.887 0.307
H 2.050 1.846 0.372
H 3.892 1.514 -0.589
H 3.597 0.976 1.617
H 3.582 -1.120 0.381
H 2.563 -0.540 -1.237
H 1.359 -1.074 1.406
H -1.283 0.176 -1.348
H -0.685 -0.930 1.622
H -3.411 -0.529 1.491
H -3.755 -1.359 -0.433
H -1.788 1.465 1.207
H -0.462 1.453 -0.764
N 0.575 -0.737 -0.831
N -0.853 -1.231 -0.612
O -1.502 1.748 -0.612

b:
21
Properties=species:S:1:pos:R:3 method="wB97M-V/def2-TZVPD" orbital_gap_ev=8.13 multiplicity=1
C 1.736 0.754 0.800
C -1.340 1.283 1.365
C 0.822 -1.985 -0.592
N 0.944 0.795 -0.411
C -1.100 -0.303 -0.877
C -0.855 0.878 0.018
C 0.258 -0.760 -1.231
O -2.082 -1.281 -0.656
N -1.454 1.054 -1.178
H -2.854 -1.002 -1.166
H 1.055 1.649 -0.954
H 0.550 -0.562 -2.260
H 1.387 1.462 1.563
H 2.766 1.020 0.557
H 1.724 -0.238 1.252
H -2.377 0.967 1.475
H -0.763 0.827 2.172
H -1.293 2.371 1.459
H 1.913 -1.976 -0.615
H 0.484 -2.097 0.436
H 0.477 -2.856 -1.157

Most stable of them? b.

a:
13
Properties=species:S:1:pos:R:3 method="wB97M-V/def2-TZVPD" orbital_gap_ev=8.03 total_charge=+1 multiplicity=1
H -2.345 1.945 -0.031
N -1.730 1.242 -0.073
C -2.189 0.050 -0.060
C -1.260 -1.029 -0.045
N 0.103 -0.773 0.020
C 1.170 0.206 0.234
C 2.477 0.325 -0.145
H -3.307 -0.007 0.137
H -1.328 -2.144 -0.157
H 0.700 -1.602 -0.078
H 0.572 0.997 0.702
H 3.085 -0.395 -0.720
H 3.023 1.199 0.233

b:
13
Properties=species:S:1:pos:R:3 method="wB97M-V/def2-TZVPD" orbital_gap_ev=9.31 smiles="[H]/N=[N+]1/C=CCC1" total_charge=+1 multiplicity=1
H -0.509 -1.035 2.539
N -1.083 -0.692 1.793
N -0.610 -0.163 0.809
C -1.299 0.311 -0.279
C -0.448 0.631 -1.284
C 0.926 0.212 -0.926
C 0.821 -0.252 0.540
H -2.340 0.323 -0.054
H -0.699 1.020 -2.198
H 1.218 -0.424 -1.718
H 1.668 0.917 -0.966
H 1.095 -1.297 0.444
H 1.260 0.449 1.300

c:
13
Properties=species:S:1:pos:R:3 method="wB97M-V/def2-TZVPD" orbital_gap_ev=9.17 total_charge=+1 multiplicity=1
C -0.427 -1.712 0.159
C 0.375 3.048 0.193
C -0.567 2.387 0.419
C 0.583 -0.930 0.137
N -1.262 -1.950 -0.769
N 1.618 -0.289 0.302
H -0.579 -2.354 0.937
H 1.192 3.612 -0.168
H -1.604 -1.279 -1.513
H -1.474 2.021 0.109
H -2.165 -2.453 -0.694
H 2.515 -0.470 -0.158
H 1.796 0.370 1.047

d:
13
Properties=species:S:1:pos:R:3 method="wB97M-V/def2-TZVPD" orbital_gap_ev="9.31 / 9.31" total_charge=+1 multiplicity=1
C -0.596 1.267 0.893
C 0.968 -1.004 -0.079
C 0.598 0.315 -0.767
C -0.428 -0.708 -0.184
N 0.444 1.427 0.067
N -1.132 0.007 0.791
H -0.920 2.069 1.411
H 1.137 -1.866 -0.696
H 1.541 -0.934 0.757
H 0.902 0.576 -1.820
H -1.962 -1.621 -0.888
H 0.738 2.378 0.013
H -2.154 -0.085 0.951

Most stable of them? b.

a:
13
Properties=species:S:1:pos:R:3 method="wB97M-V/def2-TZVPD" orbital_gap_ev=9.99 smiles="C/[NH+]=C1/[C@@H]2CN12" total_charge=+1 multiplicity=1
C 2.214 -0.417 -0.124
N 1.209 0.561 -0.276
C -0.326 0.267 -0.328
C -1.718 0.668 -0.380
C -2.089 -0.228 0.703
N -1.166 -0.740 -0.286
H 2.684 -0.529 0.856
H 1.805 -1.375 -0.421
H 3.041 -0.174 -0.924
H 1.474 1.498 -0.062
H -2.260 1.140 -1.290
H -1.706 -0.047 1.769
H -3.163 -0.623 0.763

b:
13
Properties=species:S:1:pos:R:3 method="wB97M-V/def2-TZVPD" orbital_gap_ev=10.49 smiles="C/[NH+]=C/CC#N" total_charge=+1 multiplicity=1
C 2.020 0.079 -0.513
N 0.638 -0.151 -0.190
C -0.429 0.601 -0.300
C -1.767 0.024 0.073
C -1.720 -0.589 1.407
N -1.651 -0.891 2.501
H 2.295 0.957 -1.271
H 2.606 0.313 0.504
H 2.536 -0.839 -0.805
H 0.416 -1.066 0.022
H -0.209 1.494 -0.883
H -2.645 0.745 0.141
H -2.090 -0.677 -0.686

Most stable of them? b.